This record from the OMol25 dataset describes a single C4H7NO molecule at a distorted geometry. The level of theory is wB97M-V/def2-TZVPD.

- HOMO level (eV) = -10.782
- M (g mol⁻¹) = 85.106
- E (Eh) = -286.54643
- strongest force on any atom (eV/A) = 1.81
- ΔE to the lowest compared entry with this formula, charge and spin (eV) = 2.3189
- E_LUMO (eV) = 0.682
- Kohn-Sham gap (Eh) = 0.421

XYZ file:
```
13
Properties=species:S:1:pos:R:3:forces:R:3
C -0.427594 0.304417 -1.284672 -0.051 0.044 0.001
C 0.597888 0.104328 -0.179248 -0.135 -0.187 -0.023
O 1.383479 1.259959 0.041293 -0.104 0.280 -0.049
C -0.042826 -0.260743 1.172167 0.120 0.451 0.146
C -0.733635 -2.500285 0.808232 -1.031 0.179 0.150
N -0.971567 -1.369735 1.065653 1.226 -1.253 -0.449
H 0.064447 0.687039 -2.183974 -0.059 -0.073 0.142
H -0.936918 -0.631707 -1.531729 0.093 0.157 0.052
H -1.189764 1.027223 -0.964772 0.076 -0.058 -0.072
H 1.312947 -0.673096 -0.482027 -0.220 0.052 0.192
H 0.776770 2.011057 0.091650 0.198 -0.013 -0.004
H -0.578516 0.595000 1.574911 0.062 0.186 -0.029
H 0.745289 -0.553458 1.872516 -0.175 0.235 -0.058
```
Forces are in eV/Å.